*1*
{
  "formula": "C4H11N3S",
  "method": "ωB97M-V/def2-TZVPD",
  "species": ["C", "C", "C", "C", "H", "H", "H", "H", "H", "H", "H", "H", "H", "H", "H", "N", "N", "N", "S"],
  "positions_angstrom": [[-1.458, -1.441, 0.686], [-0.661, -1.414, -0.601], [0.513, -0.465, -0.301], [-1.078, 1.801, -0.433], [-2.208, -2.242, 0.620], [-0.635, -1.722, 1.433], [-1.823, -0.491, 1.001], [-1.263, -1.236, -1.511], [-0.227, -2.397, -0.857], [3.784, -1.408, -0.163], [-0.583, 2.721, -1.281], [-1.318, 2.571, 0.980], [-2.221, 0.995, -0.976], [1.899, 1.953, 0.016], [1.328, 1.369, 1.388], [1.606, -1.056, -0.099], [0.235, 0.939, -0.343], [1.003, 1.715, 0.517], [3.105, -0.192, -0.077]],
  "e_homo_ha": -0.3041,
  "spin_multiplicity": 1,
  "lumo_energy_ev": 0.335,
  "charge": 0
}

=====

*2*
{
  "formula": "C4H11N3S",
  "method": "ωB97M-V/def2-TZVPD",
  "species": ["C", "C", "C", "C", "N", "N", "N", "S", "H", "H", "H", "H", "H", "H", "H", "H", "H", "H", "H"],
  "positions_angstrom": [[-0.665, 2.993, -2.554], [1.698, -2.495, 2.152], [1.220, -1.297, 2.425], [1.254, -0.266, 1.470], [-2.628, -1.372, -0.306], [-0.722, -0.525, -1.605], [-1.529, 2.571, -1.777], [-1.892, -0.100, -0.700], [-0.602, 3.928, -3.059], [0.216, 2.424, -2.786], [2.041, -2.773, 1.160], [1.462, -3.243, 2.787], [0.810, -1.141, 3.407], [2.114, -0.521, 0.847], [1.528, 0.701, 1.959], [0.364, -0.090, 0.804], [-2.329, -2.179, -0.932], [0.039, 0.158, -1.599], [-2.380, 3.230, -1.694]],
  "e_homo_ha": -0.3396,
  "spin_multiplicity": 1,
  "lumo_energy_ev": -0.025,
  "charge": 0
}

=====

Most stable structure - *2*; separation to the second - 66.5 kcal/mol.